# 1
Density functional theory data (ωB97M-V/def2-TZVPD) for C2H6Cl2O4S2Si in the gas phase.

Element x y z (Å)
1 C -2.6963 -0.4139 -0.1657
2 S -2.1178 -1.7337 0.9610
3 O -2.2187 -1.2573 2.3212
4 O -2.7800 -2.9714 0.6332
5 Si 0.3011 -2.1300 0.7386
6 Cl 0.4976 -4.0675 0.4465
7 Cl 0.9632 -1.3393 2.4419
8 S 1.6110 -1.1609 -0.8038
9 C 2.7196 0.0326 0.0112
10 O 2.4153 -2.2732 -1.2545
11 O 0.8321 -0.4421 -1.7857
12 H -1.9065 0.3249 -0.2239
13 H -2.8861 -0.8589 -1.1337
14 H -3.5984 0.0207 0.2506
15 H 3.3012 -0.5026 0.7480
16 H 3.3588 0.4356 -0.7634
17 H 2.1173 0.8109 0.4582

Calculated values
DFT total energy: -64955.29271 eV
HOMO-LUMO gap: 9.45 eV
LUMO energy: -0.515 eV
HOMO: -9.963 eV
SMILES string: CS(=O)(=O)[Si](Cl)(Cl)S(C)(=O)=O
Total charge: 0

***

# 2
Density functional theory data (ωB97M-V/def2-TZVPD) for 2 unconnected molecules or ions with the total composition C3H6O.

Element x y z (Å)
1 C 1.7618 -0.0820 -0.2711
2 C -0.2218 -0.6871 0.1595
3 C -1.1004 0.5186 0.0740
4 O 2.9013 -0.2087 0.0001
5 H -0.6913 -1.5176 -0.4149
6 H 1.4015 0.6568 -0.9020
7 H -0.0518 -1.0232 1.2479
8 H -2.0336 0.1244 0.1070
9 H -0.9656 1.0681 -0.8550
10 H -1.0001 1.1505 0.8547

Calculated values
DFT total energy: -5252.45192 eV
HOMO-LUMO gap: 9.72 eV
LUMO energy: 1.063 eV
HOMO: -8.659 eV
Total charge: 0

***

# 3
Density functional theory data (ωB97M-V/def2-TZVPD) for a molecular structure, H14O7V.

Element x y z (Å)
1 V -1.1815 9.8548 4.0856
2 O -3.3152 9.9465 4.7114
3 H -3.8446 10.4043 5.3523
4 H -3.8659 9.1985 4.6127
5 O -0.5523 9.5133 6.2798
6 H -0.6261 8.6816 6.7314
7 H 0.4277 9.6580 6.2800
8 O -1.1455 11.9253 5.2464
9 H -1.5715 12.6818 4.8893
10 H -0.7165 12.2120 6.0174
11 O -2.0271 8.2777 2.6490
12 H -2.1603 8.4080 1.7081
13 H -2.1288 7.3679 2.8798
14 O -1.8919 11.0460 2.3329
15 H -0.9898 11.2033 1.9828
16 H -2.0482 11.9881 2.2971
17 O 0.5643 10.8996 3.2800
18 H 1.2110 10.4563 2.7089
19 H 1.0275 11.7236 3.6178
20 O 0.4286 8.2091 4.0342
21 H 0.8673 7.6584 4.6899
22 H 0.6152 7.8730 3.1332

Calculated values
DFT total energy: -40233.67407 eV
HOMO-LUMO gap (spin up / spin down): 8.97 / 13.05 eV
LUMO energy (spin up / spin down): -6.875 / -6.896 eV
HOMO (spin up / spin down): -15.843 / -19.950 eV
2S+1: 4
Total charge: +2

***

# 4
Density functional theory data (ωB97M-V/def2-TZVPD) for CH2N2S2 in the gas phase.

Element x y z (Å)
1 N -1.0706 1.7976 0.8979
2 C -0.7927 0.7458 1.2726
3 S -0.3867 -0.8338 1.7236
4 S -0.4812 -1.3270 -0.4428
5 N 0.7165 -0.3165 -1.0233
6 H 1.6469 -0.6638 -1.4133
7 H 0.3679 0.5976 -1.0147

Calculated values
DFT total energy: -25718.91236 eV
HOMO-LUMO gap: 9.20 eV
LUMO energy: -0.478 eV
HOMO: -9.674 eV
SMILES string: N#CSSN
Total charge: 0